# 1
This record from the Open Molecules 2025 dataset describes a structure of composition C4H13N3O. The level of theory is the ωB97M-V functional and the def2-TZVPD basis.

Properties
* 2S+1: 1
* HOMO level: -6.987 eV
* ΔE to the lowest compared entry with this formula, charge and spin: 585.15 kJ/mol

```
21
Properties=species:S:1:pos:R:3:forces:R:3
C 0.66600 -0.18547 -1.41716 0.6 -1.9 0.0
N -0.12760 0.92563 -0.97257 0.3 0.0 -0.4
C 0.29611 1.98952 -2.56623 -0.6 -0.6 -2.7
O -0.10592 1.37454 -3.62447 0.7 0.9 2.3
H 0.25204 -0.64437 -2.33040 0.3 0.0 0.4
H 0.84344 -0.96358 -0.63557 -0.5 0.2 -0.3
H 1.70022 0.08651 -1.65522 -0.1 0.4 -0.1
H -1.09347 0.73150 -1.19770 -0.3 0.0 -0.3
H 1.37920 1.98776 -2.34977 -0.2 0.1 0.2
H -0.22027 2.91488 -2.31175 -0.1 0.2 0.4
C -0.26467 -0.31032 2.20699 0.5 1.4 -0.6
C -0.28686 -1.60982 1.77158 -0.1 0.2 0.1
N -0.13332 -2.64450 2.83774 1.3 -0.3 -0.6
N -0.17435 0.84762 1.52826 -0.8 -1.2 2.1
H -0.23072 -0.18095 3.27799 -0.1 -0.2 0.8
H -0.43932 -1.98657 0.77338 0.1 0.0 0.1
H 0.67366 -3.29633 2.64701 -1.0 0.7 0.2
H 0.09356 -2.16937 3.70968 0.0 0.1 0.1
H -0.95897 -3.20341 3.00014 -0.4 -0.3 0.0
H -0.12043 0.85566 0.24072 0.0 1.2 -1.2
H -0.44818 1.66717 2.10226 0.6 -0.9 -0.6
```
Positions in Å, forces in eV/Å.

Here are the natural (NBO) charges for atoms 1 to 8, given in e: -0.430, -0.800, 0.224, -0.754, 0.219, 0.145, 0.181, 0.351



# 2
This record from the Open Molecules 2025 dataset describes a structure of composition C61H53N7O5PS5Zr. The level of theory is the ωB97M-V functional and the def2-TZVPD basis.

Properties
* charge: -1
* 2S+1: 1
* HOMO level: -4.355 eV
* ΔE to the lowest compared entry with this formula, charge and spin: 79.16 kJ/mol

```
133
Properties=species:S:1:pos:R:3:forces:R:3
Zr 0.03769 -0.25001 0.08993 -0.6 0.6 0.4
C 0.87309 5.60312 8.23779 0.0 0.0 0.0
O 1.16228 5.80217 6.86917 0.0 0.1 0.1
C 0.91386 4.76352 6.02226 0.0 -0.1 0.0
C 0.51252 3.49974 6.43431 0.0 -0.1 0.0
C 0.27900 2.50847 5.48245 -0.1 0.1 0.0
C 0.44158 2.75702 4.12996 0.1 0.0 0.0
C 0.85084 4.03270 3.73424 0.0 0.0 0.0
C 1.08755 5.02438 4.66614 0.0 0.0 -0.1
C 0.22979 1.69932 3.10033 0.0 0.0 0.1
C -0.91970 1.83567 2.28515 -0.1 0.0 0.0
C -1.87094 2.84904 2.41261 0.0 0.1 0.0
C -2.92833 2.51147 1.58476 -0.2 0.0 -0.1
C -2.59553 1.30151 0.97961 -0.1 0.0 0.3
N -1.36396 0.87841 1.38062 -0.2 0.1 0.2
C -3.43170 0.55534 0.00921 0.1 0.4 -0.7
C -3.13765 -0.90092 -0.03953 0.0 -0.2 0.0
C -4.07397 -1.91070 -0.18275 -0.1 0.0 0.0
C -3.36242 -3.08778 -0.42965 0.0 -0.1 0.0
C -2.01224 -2.76326 -0.41047 -0.2 0.2 -0.1
C -0.94304 -3.60635 -0.84931 0.0 -0.1 0.0
C -1.29536 -4.86557 -1.56513 0.0 0.1 -0.1
C -1.04021 -4.99318 -2.93377 -0.1 0.0 0.0
C -1.33531 -6.16404 -3.60624 0.0 0.1 -0.1
C -1.89172 -7.24031 -2.92129 0.0 0.1 0.1
O -2.14459 -8.35815 -3.65967 0.0 -0.1 0.0
C -2.54902 -9.51590 -2.95858 0.0 0.0 -0.1
C -2.15317 -7.13064 -1.56227 0.0 0.0 0.1
C -1.85391 -5.94386 -0.89728 0.0 0.0 0.0
C 0.36733 -3.31779 -0.66543 0.0 -0.1 0.2
N 0.83410 -2.28749 0.16532 0.3 0.0 -0.3
C 2.16055 -2.53844 0.36925 -0.4 -0.3 0.4
C 2.89292 -1.97814 1.40736 0.2 0.0 -0.1
C 4.22472 -2.56968 1.72590 0.0 0.1 -0.1
C 5.31227 -2.40938 0.86243 0.0 0.0 0.0
C 6.54007 -2.98208 1.13906 0.0 0.0 -0.1
C 6.71729 -3.73009 2.29802 -0.1 0.0 0.0
O 7.96178 -4.25239 2.49135 0.1 -0.1 0.1
C 8.15779 -5.03856 3.64837 0.0 0.0 0.0
C 5.65066 -3.90471 3.17081 0.0 0.0 0.0
C 4.41753 -3.32944 2.87251 0.1 0.0 -0.1
C 2.35250 -0.99256 2.23966 -0.1 0.2 0.0
C 2.97375 -0.53549 3.46008 0.1 0.0 0.0
C 2.23073 0.48568 3.93114 0.1 0.0 0.0
C 1.13545 0.68316 3.02239 0.1 0.1 -0.1
N 1.22442 -0.26411 1.99030 0.0 -0.3 0.1
C 2.57802 -3.67549 -0.43130 0.1 0.0 -0.1
C 1.48309 -4.15060 -1.05071 0.1 0.0 0.0
N -1.86401 -1.40392 -0.14238 0.1 0.0 -0.1
C -4.92743 0.82543 0.18010 0.0 0.0 0.3
C -5.45399 0.82636 1.46702 0.0 -0.1 0.0
C -6.80955 1.02111 1.70851 0.1 0.0 0.1
C -7.67372 1.21709 0.64162 0.1 0.0 -0.1
O -9.01473 1.42410 0.76724 -0.1 0.0 0.1
C -9.53522 1.48495 2.08029 0.0 0.0 -0.1
C -7.17132 1.19524 -0.65414 0.0 0.0 -0.1
C -5.82082 0.99572 -0.87839 0.1 0.0 0.1
H 1.05040 6.55644 8.72739 0.0 0.0 0.0
H 1.52521 4.84588 8.68111 0.0 0.0 0.0
H -0.16953 5.31080 8.38679 0.0 0.0 0.0
H 0.37640 3.26872 7.48125 0.0 0.0 0.0
H -0.04400 1.52583 5.80719 0.0 0.0 0.0
H 0.98507 4.24008 2.67754 0.0 0.0 0.0
H 1.40517 6.01475 4.36310 0.0 0.0 0.0
H -1.78583 3.72129 3.04245 0.0 -0.1 0.0
H -3.84549 3.05784 1.42672 0.0 0.0 0.0
H -5.14374 -1.78578 -0.12296 0.0 0.0 0.0
H -3.76641 -4.07153 -0.61124 0.0 0.1 -0.1
H -0.60305 -4.16166 -3.47569 0.0 0.0 0.0
H -1.13844 -6.26242 -4.66714 0.0 0.0 0.0
H -2.56621 -10.32129 -3.68740 0.0 0.0 0.0
H -3.54870 -9.40017 -2.53100 0.0 0.0 0.0
H -1.84494 -9.76572 -2.16094 0.0 0.0 0.0
H -2.58588 -7.95241 -1.00808 0.0 0.0 0.0
H -2.04801 -5.86488 0.16653 0.0 0.0 0.0
H 5.18782 -1.82458 -0.04412 0.0 0.0 0.0
H 7.37721 -2.86541 0.46052 0.0 0.0 0.0
H 9.19115 -5.37319 3.61777 0.0 0.0 0.0
H 7.49846 -5.91050 3.65742 0.0 0.0 0.0
H 7.99740 -4.45776 4.56069 0.0 0.0 0.0
H 5.75409 -4.49312 4.07214 0.0 0.0 0.0
H 3.58231 -3.48969 3.54512 0.0 0.0 0.0
H 3.88332 -0.93352 3.88055 0.0 0.0 0.0
H 2.40352 1.05735 4.82940 0.0 0.0 -0.1
H 3.58533 -4.05698 -0.48137 0.0 0.0 0.0
H 1.41865 -5.01066 -1.69877 0.0 0.0 0.0
H -4.79146 0.66744 2.30842 0.0 0.0 0.0
H -7.16831 1.01397 2.72845 0.0 0.0 0.0
H -10.60301 1.65771 1.97536 0.0 0.0 0.0
H -9.09091 2.30611 2.64883 0.0 0.0 0.0
H -9.37673 0.54724 2.61971 0.0 0.0 0.0
H -7.85673 1.34163 -1.48039 0.0 0.0 0.0
H -5.45217 0.98153 -1.89448 0.0 0.0 0.0
S -3.42797 6.91409 -0.95667 0.0 0.0 0.0
C -2.84550 5.37955 -1.08384 -0.1 0.0 0.0
S -1.20157 4.95165 -0.75824 0.1 0.0 0.0
C -1.30341 3.24037 -1.09686 -0.3 -0.2 0.0
C -2.53537 2.82178 -1.48441 0.2 0.1 0.0
S -2.87227 1.15624 -1.76080 -0.3 -0.3 0.3
S -3.80090 4.02543 -1.54674 0.0 0.0 0.0
S 0.13792 2.29954 -0.94789 0.3 0.3 0.0
C 4.83989 0.86920 -2.25118 -0.1 0.0 0.0
C 3.49133 0.58423 -1.58916 0.2 0.2 0.1
P 3.03424 1.53188 -0.06063 0.7 -0.1 -0.5
C 3.37040 3.23898 -0.71571 -0.4 0.2 0.3
C 2.78181 4.38510 0.11578 0.1 -0.1 -0.1
C 4.57860 1.29785 0.94182 -0.2 0.1 0.3
C 4.66801 2.24785 2.14486 0.1 -0.1 -0.1
H 4.92131 0.26316 -3.15354 0.0 0.1 0.1
H 5.68004 0.61660 -1.60077 0.0 0.0 0.0
H 4.93250 1.91653 -2.54236 0.0 0.0 0.1
H 3.40918 -0.48090 -1.35930 0.0 0.0 0.0
H 2.68968 0.79857 -2.29723 -0.1 -0.1 0.0
H 2.93141 3.26467 -1.71442 0.0 0.0 0.0
H 4.45124 3.36294 -0.81050 0.0 0.0 -0.1
H 1.69950 4.27663 0.19544 0.0 0.0 0.0
H 2.98835 5.34673 -0.36257 0.0 0.0 0.0
H 3.19920 4.41384 1.12385 0.0 0.0 0.0
H 5.44710 1.45159 0.30129 0.0 -0.1 0.0
H 4.59482 0.26101 1.28161 0.0 0.0 0.0
H 4.94634 3.25378 1.82452 0.0 0.0 0.0
H 5.42719 1.90600 2.85345 0.0 0.0 0.0
H 3.71890 2.31222 2.67806 0.0 0.0 0.0
N -1.22516 -1.41202 -3.19689 -0.2 0.2 0.0
C 0.07677 -1.14358 -3.00971 0.4 -0.1 0.0
O 0.45607 -0.57868 -1.91840 -0.1 -0.3 -0.5
C 0.97902 -1.53906 -4.01483 0.2 -0.1 -0.2
C 2.39204 -1.42485 -3.92590 -0.2 -0.1 0.1
N 3.54531 -1.37725 -3.92870 -0.1 -0.2 -0.1
C 0.45997 -2.11060 -5.20946 0.1 0.1 0.0
N 0.00574 -2.55421 -6.17599 0.0 0.0 0.2
H -1.54346 -1.68840 -4.11042 0.0 0.0 0.0
H -1.88841 -0.98304 -2.57491 0.0 0.0 0.1
```
Positions in Å, forces in eV/Å.

Here are the Mulliken charges for atoms 1 to 8, given in e: -0.421, -0.872, -0.467, 0.828, -0.754, -0.410, -0.591, -0.164



# 3
This record from the Open Molecules 2025 dataset describes a structure of composition C30H24Cl5CoF3S3Sb. The level of theory is the ωB97M-V functional and the def2-TZVPD basis.

Properties
* ⟨S²⟩: 0.778
* charge: +1
* 2S+1: 2
* HOMO level (spin up / spin down): -11.185 / -11.228 eV
* ΔE to the lowest compared entry with this formula, charge and spin: 17.16 kJ/mol

```
67
Properties=species:S:1:pos:R:3:forces:R:3
Co 0.60474 0.16736 1.57176 0.4 -0.1 -0.1
C 1.33156 -2.17792 3.71174 0.0 0.0 0.0
C 0.98898 -0.93795 4.51313 0.0 0.0 0.1
S 1.41205 0.62284 3.68816 -0.1 0.0 -0.1
C 3.22298 0.48346 3.55388 0.0 0.0 0.0
C 3.74447 0.85021 2.17269 0.0 0.0 0.0
S 2.93879 -0.01075 0.80209 0.1 0.0 0.0
C 3.32486 -1.75679 1.14086 0.0 0.0 0.0
C 2.09225 -2.64631 1.04917 0.0 0.0 0.0
S 0.66677 -2.07786 2.01506 0.0 0.0 0.1
H 0.90427 -3.05708 4.19342 0.0 0.0 0.0
H 2.40739 -2.32970 3.65166 0.0 0.0 0.0
H 1.46856 -0.96675 5.49213 0.0 0.0 0.0
H -0.08625 -0.86487 4.67923 0.0 0.0 0.0
H 3.51113 -0.53029 3.82705 0.0 0.0 0.0
H 3.65865 1.15331 4.29487 0.0 0.0 0.0
H 4.82150 0.68757 2.12709 0.0 0.0 0.0
H 3.56112 1.90271 1.95036 0.0 0.0 0.0
H 3.79749 -1.83485 2.11896 0.0 0.0 0.0
H 4.05623 -2.09233 0.40570 0.0 0.0 0.0
H 2.32953 -3.66439 1.36070 0.0 0.0 0.0
H 1.71960 -2.70473 0.02425 0.0 0.0 0.0
Cl -1.72742 0.79921 2.85199 -0.2 0.0 -0.1
C -1.14187 2.19933 1.96486 0.0 0.0 0.0
C 0.06866 2.01869 1.31261 -0.2 0.1 0.1
C 0.50065 3.10222 0.56516 0.0 0.0 0.0
Cl 1.99584 2.97097 -0.31172 0.0 -0.1 0.0
C -0.24599 4.27632 0.44280 0.0 0.0 0.0
Cl 0.30960 5.56359 -0.54512 0.0 0.0 0.0
C -1.46543 4.39580 1.11004 0.0 0.0 0.0
Cl -2.40927 5.81717 0.95106 0.0 0.0 0.0
C -1.92197 3.34174 1.90012 0.0 0.0 0.0
Cl -3.41210 3.44574 2.74055 0.0 0.0 0.0
F -3.22108 -5.75156 -0.86556 0.0 0.0 0.0
C -2.64077 -4.54467 -0.85902 0.0 0.0 0.0
C -1.53947 -4.33055 -1.66349 0.0 0.0 0.0
C -0.94448 -3.07608 -1.64918 0.0 0.0 0.0
C -1.44639 -2.05558 -0.84504 0.0 0.0 0.1
C -2.55206 -2.31603 -0.03579 0.0 0.0 0.0
C -3.16403 -3.55898 -0.04283 0.0 0.0 0.0
Sb -0.45267 -0.18262 -0.69926 -0.3 0.0 -0.2
C -1.94129 1.22933 -1.22661 0.0 0.1 0.1
C -3.14962 1.29984 -0.53417 0.0 0.0 0.0
C -4.07950 2.28539 -0.82442 0.0 0.0 0.0
C -3.77398 3.21095 -1.80428 0.0 0.0 0.0
F -4.66201 4.17335 -2.08123 0.0 0.0 0.0
C -2.58059 3.18373 -2.49868 0.0 0.0 0.0
C -1.66375 2.18649 -2.20009 0.1 0.0 0.0
C 0.59806 -0.25401 -2.52906 0.0 0.0 0.0
C 1.95555 0.02233 -2.66024 0.0 0.0 0.0
C 2.57470 -0.04725 -3.90067 0.0 0.0 0.0
C 1.81298 -0.38925 -5.00000 0.0 0.0 0.0
F 2.40286 -0.45453 -6.19869 0.0 0.0 0.0
C 0.45922 -0.66033 -4.90912 0.0 0.0 0.0
C -0.14336 -0.58962 -3.66490 0.0 0.0 0.0
H -1.16977 -5.13040 -2.29051 0.0 0.0 0.0
H -0.09151 -2.89799 -2.29429 0.0 0.0 0.0
H -2.95009 -1.55013 0.61844 0.0 0.0 0.0
H -4.02860 -3.77392 0.57015 0.0 0.0 0.0
H -3.38170 0.59746 0.25732 0.0 0.0 0.0
H -5.02105 2.35220 -0.29690 0.0 0.0 0.0
H -2.37921 3.93381 -3.25114 0.0 0.0 0.0
H -0.72143 2.17113 -2.73505 0.0 0.0 0.0
H 2.54451 0.31512 -1.80204 0.0 0.0 0.0
H 3.62717 0.16813 -4.02449 0.0 0.0 0.0
H -0.09914 -0.91555 -5.79927 0.0 0.0 0.0
H -1.20484 -0.79589 -3.58623 0.0 0.0 0.0
```
Positions in Å, forces in eV/Å.

Here are the natural (NBO) charges for atoms 1 to 8, given in e: 0.413, -0.545, -0.544, 0.358, -0.549, -0.542, 0.270, -0.557



Among the records above, which one has the highest ΔE to the lowest compared entry with this formula, charge and spin? C4H13N3O